Entry 1:
Molecular formula: C9H14O
Method: DFT, ωB97M-V/def2-TZVPD

Each line ends with the Mulliken charge.
Atoms and positions in Å:
C  -0.400  2.244  1.999  -1.276
C  -0.428  0.885  1.463  0.825
C  -1.741  0.295  1.020  -0.853
C  -1.748  -1.044  0.802  -0.527
C  -0.514  -1.724  0.734  0.837
O  -0.623  -3.074  0.433  -0.556
C  0.711  -1.133  0.985  -0.505
C  0.766  0.266  1.294  -0.535
H  0.640  2.679  1.880  0.318
H  -0.672  2.257  3.015  0.316
H  -0.981  2.975  1.352  0.321
H  -2.637  0.833  1.070  0.471
H  -2.670  -1.428  0.441  0.388
H  0.329  -3.391  0.570  0.323
H  1.605  -1.701  0.812  0.316
H  1.825  0.784  1.305  0.121
C  1.278  -0.513  -2.276  -0.601
C  0.306  0.608  -2.584  -0.680
H  0.702  -1.335  -1.874  0.131
H  2.086  -0.837  -3.075  0.319
H  1.947  -0.222  -1.486  0.170
H  0.639  1.488  -1.995  0.200
H  0.203  0.782  -3.716  0.273
H  -0.624  0.304  -2.168  0.203

Values from the calculation:
ΔE to the lowest compared entry with this formula, charge and spin in kJ/mol: 161.8
Total charge: 0

Entry 2:
Molecular formula: CH14O5
Method: DFT, ωB97M-V/def2-TZVPD

Each line ends with the Mulliken charge.
Atoms and positions in Å:
C  -5.119  -0.330  -0.575  -0.907
H  -4.294  -1.003  -0.804  0.212
H  -5.181  -0.258  0.517  0.255
H  -6.032  -0.773  -0.952  0.249
H  -4.798  0.677  -0.827  0.181
O  -2.394  1.711  -1.553  -0.628
H  -1.661  1.062  -1.657  0.317
H  -1.931  2.499  -1.919  0.317
O  3.720  -2.002  1.222  -0.606
H  3.685  -2.959  1.236  0.296
H  4.458  -1.646  0.758  0.314
O  1.133  1.010  -0.347  -0.590
H  0.505  1.516  0.127  0.293
H  1.956  1.235  0.049  0.287
O  2.876  -0.938  -2.060  -0.612
H  2.935  -0.422  -1.232  0.323
H  1.941  -1.059  -2.222  0.300
O  2.460  0.822  3.416  -0.621
H  2.430  -0.035  3.839  0.315
H  3.310  0.893  2.984  0.304

Values from the calculation:
ΔE to the lowest compared entry with this formula, charge and spin in kJ/mol: 127.1
Total charge: 0

Entry 3:
Molecular formula: C13H7N4O4S
Method: DFT, ωB97M-V/def2-TZVPD

Each line ends with the Mulliken charge.
Atoms and positions in Å:
C  -0.378  -0.055  -1.804  -0.929
C  -1.342  0.857  -1.773  0.247
N  -2.210  1.666  -1.726  -0.732
C  1.004  0.230  -1.784  1.141
C  1.949  -0.814  -1.780  -0.651
C  3.291  -0.546  -1.769  -0.620
C  3.756  0.770  -1.764  0.310
C  5.120  1.039  -1.762  0.194
N  6.262  1.266  -1.759  -0.633
C  2.829  1.813  -1.765  -0.620
C  1.484  1.554  -1.772  -0.657
H  -0.690  -1.084  -1.839  0.385
H  1.601  -1.832  -1.789  0.388
H  4.011  -1.348  -1.768  0.420
H  3.197  2.826  -1.765  0.423
H  0.774  2.364  -1.779  0.375
O  -3.844  1.352  4.294  -0.574
N  -2.647  1.274  4.009  0.959
O  -1.788  1.996  4.520  -0.587
C  -2.224  0.293  3.037  0.103
C  -3.003  -0.590  2.374  -0.374
C  -2.263  -1.426  1.486  0.087
N  -2.869  -2.452  0.639  0.946
O  -2.199  -2.909  -0.291  -0.557
O  -4.020  -2.817  0.888  -0.599
C  -0.934  -1.173  1.484  -0.296
S  -0.572  0.106  2.569  -0.075
H  -4.075  -0.658  2.504  0.470
H  -0.218  -1.704  0.886  0.456

Values from the calculation:
ΔE to the lowest compared entry with this formula, charge and spin in kJ/mol: 98.1
Total charge: -1

Entry 4:
Molecular formula: H80O40
Method: DFT, ωB97M-V/def2-TZVPD

Each line ends with the Mulliken charge.
Atoms and positions in Å:
H  4.006  -4.560  2.867  0.218
H  2.730  -4.866  2.431  0.253
O  3.184  -4.509  3.166  -0.522
H  -4.073  0.712  -3.954  0.276
H  -2.876  -0.435  -4.002  0.286
O  -3.804  -0.218  -3.673  -0.575
H  2.516  0.128  2.513  0.001
H  1.319  -0.709  2.686  0.114
O  1.576  0.192  2.333  0.380
H  -2.118  2.579  -4.161  0.377
H  -2.986  2.872  -5.519  0.254
O  -2.771  3.256  -4.746  -0.647
H  5.060  3.933  -0.064  0.382
H  5.145  3.379  -1.351  0.268
O  5.404  3.171  -0.537  -0.579
H  4.297  0.682  -0.010  0.183
O  3.930  1.303  0.699  -0.529
H  0.217  5.198  2.116  0.338
O  0.184  5.238  1.160  -0.456
H  -1.386  -3.812  1.134  -0.168
H  -0.134  -4.586  1.030  0.274
O  -0.614  -3.913  0.607  0.206
H  -3.002  2.134  -1.616  -0.008
H  -1.639  1.225  -1.523  -0.182
O  -2.562  1.307  -1.877  0.346
H  -2.573  -6.088  -0.902  0.321
H  -1.409  -5.097  -0.490  0.346
O  -1.720  -5.980  -0.369  -0.646
H  5.257  -1.832  0.223  0.262
H  4.167  -1.805  -0.796  0.240
O  4.717  -1.300  -0.260  -0.557
H  -0.874  -3.384  -3.641  0.270
O  -1.659  -3.919  -3.601  -0.652
H  -0.110  1.738  -0.266  -0.835
H  -0.659  2.813  0.539  0.006
O  -0.605  2.510  -0.315  2.428
H  1.425  -3.565  -0.224  0.241
H  2.923  -3.249  -0.248  0.190
O  2.305  -3.685  0.396  -0.440
H  -0.699  -1.680  1.501  0.067
H  0.477  -2.397  0.677  -0.150
O  0.138  -1.577  1.147  -0.147
H  -0.642  -4.468  3.004  0.244
H  0.540  -4.892  4.019  0.301
O  -0.171  -5.204  3.471  -0.607
H  3.038  1.543  2.689  0.262
H  4.467  1.211  2.389  0.444
O  3.743  1.045  3.067  -0.795
H  -3.407  -3.855  -2.250  0.214
H  -3.181  -3.932  -0.708  0.314
O  -3.403  -4.387  -1.524  -0.659
H  -0.260  -2.478  -5.557  0.291
O  0.355  -1.885  -5.127  -0.542
H  -1.689  0.380  1.641  0.147
H  -2.281  1.700  1.102  0.324
O  -2.446  0.953  1.736  -0.858
H  -4.697  2.231  -1.009  0.292
O  -5.272  2.120  -0.278  -0.790
H  0.839  3.947  -2.316  0.464
H  1.232  2.867  -1.351  -0.054
O  1.250  3.036  -2.233  -0.525
H  -0.983  -1.077  -0.535  -0.021
H  -2.259  -0.842  -1.293  0.031
O  -1.473  -1.347  -1.277  0.089
H  3.820  5.719  0.397  0.311
H  2.636  4.779  0.538  0.324
O  3.611  4.794  0.738  -0.685
H  -2.920  4.364  -0.598  0.192
H  -3.349  4.355  -2.189  0.278
O  -3.275  3.905  -1.307  -0.632
H  0.196  3.789  3.749  0.240
H  -0.787  4.909  4.303  0.272
O  -0.048  4.697  3.786  -0.652
H  2.654  -3.916  -2.570  0.209
H  1.236  -3.199  -2.303  0.237
O  2.214  -3.274  -1.986  -0.495
H  -4.533  -1.663  1.067  0.265
H  -4.906  -2.776  2.333  0.275
O  -4.347  -2.487  1.568  -0.583
H  -1.420  1.257  3.420  0.163
H  -1.964  1.412  4.631  0.315
O  -1.108  1.554  4.138  -0.433
H  -2.898  -5.741  2.691  0.322
H  -3.517  -4.302  2.146  0.343
O  -2.850  -4.793  2.804  -0.617
H  -0.814  5.272  -1.967  0.231
H  -0.259  4.283  -0.862  0.175
O  -0.135  5.047  -1.468  -0.802
H  1.527  0.745  0.029  0.014
O  1.322  0.262  -0.750  0.263
H  3.530  -0.639  -3.309  0.316
H  3.144  -0.125  -4.792  0.324
O  3.906  -0.505  -4.216  -0.649
H  1.276  -2.070  -4.929  0.276
H  3.801  2.259  0.192  0.325
H  -5.205  1.216  0.213  0.319
H  -0.202  6.003  0.803  0.209
H  -2.129  -3.185  -2.958  0.334
H  1.544  -0.635  -0.599  -0.172
O  0.211  2.481  1.968  -0.349
H  1.195  2.745  2.207  0.206
H  0.269  1.639  2.380  -0.346
O  0.214  0.775  -4.098  -0.651
H  0.151  0.906  -3.074  0.241
H  0.919  1.395  -4.121  0.279
O  1.305  0.069  4.861  -0.604
H  2.160  -0.406  4.734  0.313
H  1.385  0.953  4.277  0.307
O  5.000  -1.183  2.664  -0.750
H  5.969  -0.867  2.817  0.301
H  4.346  -0.481  2.622  0.248
O  -0.689  4.819  -4.088  -0.654
H  -0.133  4.104  -4.269  0.255
H  -1.501  4.684  -4.735  0.372
O  -5.899  -0.215  -1.316  -0.662
H  -5.352  -0.171  -1.919  0.273
H  -6.066  0.678  -0.913  0.439
O  0.497  -3.916  5.765  -0.660
H  0.781  -3.414  4.994  0.278
H  -0.515  -3.779  5.757  0.353

Values from the calculation:
ΔE to the lowest compared entry with this formula, charge and spin in kJ/mol: 1538.9
Total charge: 0

Entry 5:
Molecular formula: C25H29N3O4
Method: DFT, ωB97M-V/def2-TZVPD

Each line ends with the Mulliken charge.
Atoms and positions in Å:
C  -8.055  -3.527  0.528  -0.830
O  -7.594  -2.631  -0.450  -0.465
C  -6.384  -2.024  -0.254  0.799
C  -5.556  -2.219  0.841  -0.492
C  -4.344  -1.553  0.932  -0.597
C  -3.926  -0.665  -0.055  0.049
N  -2.745  0.075  0.036  0.305
C  -2.022  0.116  1.285  -0.866
C  -1.132  1.360  1.305  -0.969
N  -0.203  1.317  0.190  0.262
C  0.844  2.336  0.278  0.619
C  2.034  1.936  -0.614  -1.626
N  2.456  0.590  -0.321  -0.010
C  3.551  0.343  0.438  0.760
O  4.404  1.151  0.710  -0.664
O  3.565  -0.955  0.817  -0.345
C  4.734  -1.405  1.510  -1.066
C  5.752  -1.964  0.550  0.730
C  5.838  -3.331  0.325  -0.537
C  6.758  -3.834  -0.578  -0.496
C  7.594  -2.974  -1.269  -0.383
C  7.507  -1.608  -1.054  -0.634
C  6.591  -1.104  -0.148  -0.186
C  0.375  3.729  -0.018  -0.114
C  0.159  4.403  -1.186  -0.528
C  -0.330  5.682  -0.823  -0.521
C  -0.380  5.690  0.535  -0.601
O  0.042  4.515  1.030  -0.412
C  -0.955  1.306  -1.052  -0.432
C  -1.827  0.053  -1.082  -1.213
C  -4.777  -0.469  -1.149  -0.243
C  -5.974  -1.137  -1.250  -0.700
H  -9.023  -3.879  0.174  0.236
H  -7.380  -4.382  0.642  0.333
H  -8.183  -3.035  1.498  0.329
H  -5.832  -2.896  1.635  0.366
H  -3.720  -1.750  1.791  0.389
H  -2.732  0.183  2.110  0.557
H  -1.389  -0.777  1.422  0.348
H  -0.565  1.379  2.238  0.435
H  -1.774  2.256  1.265  0.303
H  1.192  2.323  1.318  0.683
H  2.881  2.596  -0.418  0.502
H  1.768  2.006  -1.671  0.317
H  1.727  -0.109  -0.321  0.219
H  4.382  -2.174  2.202  0.450
H  5.157  -0.561  2.066  0.377
H  5.184  -4.004  0.861  0.338
H  6.822  -4.900  -0.744  0.366
H  8.312  -3.367  -1.974  0.369
H  8.157  -0.934  -1.592  0.374
H  6.518  -0.040  0.021  0.465
H  0.330  4.045  -2.180  0.503
H  -0.605  6.477  -1.485  0.459
H  -0.684  6.438  1.239  0.476
H  -0.264  1.285  -1.895  0.371
H  -1.602  2.194  -1.146  0.295
H  -2.379  0.009  -2.019  0.544
H  -1.171  -0.834  -1.023  0.183
H  -4.501  0.232  -1.922  0.412
H  -6.625  -0.980  -2.096  0.405

Values from the calculation:
ΔE to the lowest compared entry with this formula, charge and spin in kJ/mol: 315.2
Total charge: 0

no.,LUMO level (Ha),HOMO level (Ha),HOMO-LUMO gap (Ha)
1,0.0321,-0.30432,0.3364
2,0.0112,-0.41338,0.4246
3,0.0319,-0.12570,0.1576
4,-0.0196,-0.38654,0.3670
5,0.0265,-0.27653,0.3030